Density functional theory data (ωB97M-V/def2-TZVPD) for C47H63N5NiSSbSi4Te as an isolated structure in a non-equilibrium geometry.

As for the expectation value of S²: 2.009. As for the net charge: +1. The spin multiplicity is 3. For the molar mass, the calculation gives 1150.52 g mol⁻¹. Its max |F| is 1.6 eV/Å. The calculation puts the relative energy (zero: lowest compared OMol25 entry of this formula, charge and spin) at 1.935 eV.

```
123
C47H63N5NiSSbSi4Te, DFT ωB97M-V/def2-TZVPD
Te -1.921 0.708 1.209
Sb 3.480 -2.077 -0.163
Ni 0.545 0.192 0.955
S 2.823 0.052 0.320
Si -4.591 1.229 -1.488
Si -3.275 2.465 0.013
Si -2.314 4.250 -1.155
Si -4.569 3.311 1.779
N -0.533 -0.970 -3.898
N 0.748 -0.183 2.963
N -0.017 -1.967 1.158
N 1.132 2.102 1.766
N -0.202 -1.141 -1.601
C 3.668 -2.724 2.774
C 1.724 4.466 3.030
C -1.553 -2.004 -4.094
C 3.804 -5.490 2.548
C 0.058 -0.549 -2.782
C 3.905 -4.886 3.794
C -0.982 3.763 -2.386
C 3.554 -3.330 1.528
C 3.640 -4.714 1.409
C 7.340 -2.386 -2.197
C -4.975 -0.488 -0.836
C 1.346 3.196 1.035
C -3.709 5.058 -2.128
C 7.683 -1.053 -0.222
C -0.481 -2.799 0.218
C 8.179 -1.650 -1.374
C 0.197 -2.434 2.401
C -6.209 2.126 -1.828
C -1.711 5.545 0.078
C 1.395 -4.939 -2.736
C -0.146 -0.308 -5.136
C 1.537 3.309 3.774
C -5.743 4.662 1.205
C 2.714 -2.507 -3.022
C 0.755 -1.706 4.769
C -0.379 -4.648 1.740
C 1.892 -4.290 -1.615
C 1.571 -4.383 -3.996
C 5.997 -2.527 -1.873
C 1.082 0.823 3.770
C 6.343 -1.187 0.104
C 1.292 3.071 -0.456
C 0.027 -3.769 2.727
C 1.255 2.137 3.098
C -3.420 4.011 3.092
C 1.273 0.607 5.128
C 3.848 -3.505 3.907
C 1.645 4.409 1.654
C 0.586 -1.421 3.421
C -0.971 -2.275 -1.112
C -3.623 1.068 -3.095
C -0.649 -4.156 0.479
C -5.557 1.889 2.505
C 2.567 -3.083 -1.763
C 5.501 -1.926 -0.722
C 1.103 -0.674 5.625
C 2.222 -3.166 -4.138
H -5.199 5.563 0.913
H -1.244 5.110 0.963
H 3.606 -5.194 0.440
H 1.603 3.335 4.851
H 3.951 -3.033 4.876
H 0.182 -1.042 -5.877
H -2.570 6.125 0.423
H 2.302 2.937 -0.849
H 0.666 0.379 -4.918
H -2.677 3.265 3.381
H -4.562 5.293 -1.490
H 0.700 2.207 -0.765
H 0.870 3.964 -0.912
H -1.458 3.363 -3.284
H 1.936 5.403 3.528
H 3.871 -6.566 2.460
H 3.204 -1.547 -3.136
H -1.114 -3.003 -4.137
H -4.058 -1.031 -0.600
H -2.893 4.893 2.722
H 0.617 -2.705 5.152
H 9.224 -1.539 -1.631
H 5.350 -3.111 -2.515
H -2.022 -1.995 -0.950
H -3.978 4.303 3.985
H 1.803 5.291 1.049
H 1.547 1.418 5.786
H -6.345 4.341 0.353
H -4.098 0.362 -3.782
H -0.396 4.637 -2.683
H 2.349 -2.727 -5.118
H 0.212 -4.124 3.729
H 5.958 -0.707 0.997
H -6.068 2.192 3.421
H -6.870 2.085 -0.960
H -6.427 4.937 2.011
H 3.619 -1.643 2.860
H -6.313 1.537 1.799
H -3.360 5.993 -2.575
H 1.748 -4.727 -0.636
H -2.602 0.729 -2.896
H 1.196 -4.900 -4.870
H -5.562 -0.437 0.083
H -5.545 -1.060 -1.573
H 4.047 -5.496 4.677
H 8.340 -0.480 0.418
H -0.937 -3.093 -1.824
H -0.296 2.997 -2.020
H -0.990 0.247 -5.554
H -3.553 2.032 -3.604
H -4.063 4.417 -2.938
H -1.006 6.245 -0.380
H -0.506 -5.699 1.962
H -2.055 -1.817 -5.042
H 7.729 -2.851 -3.093
H -4.901 1.049 2.742
H -6.738 1.676 -2.672
H 0.117 -0.587 -0.821
H 1.241 -0.868 6.680
H -2.310 -1.965 -3.317
H -1.010 -4.808 -0.306
H -6.036 3.177 -2.066
H 0.877 -5.883 -2.627
```

---

Density functional theory data (ωB97M-V/def2-TZVPD) for C47H64ClIrNO2P2Si as an isolated structure in a non-equilibrium geometry.

As for the net charge: +1. For the molar mass, the calculation gives 992.74 g mol⁻¹. Its max |F| is 2.9 eV/Å. The calculation puts the relative energy (zero: lowest compared OMol25 entry of this formula, charge and spin) at 0.931 eV.

```
119
C47H64ClIrNO2P2Si, DFT ωB97M-V/def2-TZVPD
Ir 0.175 -0.750 -0.753
Cl -3.824 -0.241 -7.018
P 0.321 -1.280 1.682
P 0.192 1.726 -0.663
Si 2.539 -0.533 -0.396
O 0.294 -0.745 -2.904
O -1.787 -1.555 -1.215
N 0.533 -3.068 -0.873
C -3.623 -3.561 1.744
C -2.634 -0.374 -5.773
C 1.994 -3.442 2.528
C 0.970 5.002 -3.163
C 0.535 -6.179 -2.421
C 1.219 4.132 -4.405
C 0.570 2.756 -2.156
C 1.627 2.052 -3.020
C -1.289 -0.088 -6.057
C 4.019 -2.701 0.793
C 3.777 2.546 2.144
C 0.368 -1.084 4.528
C -2.484 -1.311 -2.215
C -1.765 3.808 0.216
C 0.662 -0.305 3.244
C 0.009 1.080 5.769
C 3.868 -0.550 -1.737
C -0.654 -0.619 -3.760
C -1.227 -2.289 1.852
C 3.698 1.371 1.411
C -3.711 -2.029 1.639
C 1.052 4.178 -1.864
C 1.696 3.260 1.185
C -2.557 1.498 -0.260
C 0.749 -0.255 5.757
C -2.330 4.297 -1.119
C -0.335 -0.205 -5.079
C 0.502 -4.209 -0.926
C 3.177 -4.170 2.492
C -1.299 -3.523 2.763
C 1.611 2.078 0.449
C -2.045 -0.886 -3.487
C 0.487 -5.659 -0.978
C -3.486 3.413 -1.588
C 1.813 -2.347 1.689
C -1.349 2.330 0.206
C 2.204 3.011 -4.082
C 2.770 3.495 2.028
C -0.050 1.051 3.258
C -2.769 -3.954 2.948
C -3.070 1.943 -1.629
C -2.417 -1.360 2.131
C -3.002 -0.762 -4.516
C 2.840 -1.961 0.815
C 0.327 1.861 4.498
C 4.194 -3.798 1.626
C 2.622 1.120 0.558
H 1.452 -5.862 -2.914
H -3.925 1.327 -1.918
H 0.703 0.003 -5.304
H -0.699 -1.316 4.581
H -2.480 -1.163 3.205
H 5.120 -4.358 1.603
H -1.346 -2.634 0.823
H 1.397 2.088 4.467
H -4.552 -1.668 2.234
H 4.614 2.719 2.809
H -0.962 4.465 0.554
H 1.217 -3.756 3.209
H 1.189 1.172 -3.490
H 1.352 -6.015 -0.414
H 2.820 4.417 2.593
H 1.709 5.803 -3.116
H 3.912 -1.525 -2.228
H -2.812 -5.031 3.116
H -3.825 3.743 -2.571
H 0.929 -2.020 4.542
H -2.290 1.787 -2.383
H -4.329 3.521 -0.899
H 0.516 -0.826 6.657
H -3.357 1.617 0.478
H 4.814 -2.418 0.113
H 1.828 -0.071 5.753
H 0.280 3.696 -4.759
H 2.084 4.127 -1.512
H 2.433 1.705 -2.368
H 0.466 4.665 -1.086
H -3.896 -1.743 0.601
H -2.559 3.884 0.966
H -3.184 -3.978 0.832
H -2.675 5.326 -1.000
H 3.668 0.196 -2.504
H 0.236 1.608 2.370
H 1.741 -0.119 3.183
H -0.867 -3.325 3.744
H 1.606 4.747 -5.218
H -1.130 2.036 1.235
H 3.134 3.458 -3.721
H -0.369 2.804 -2.713
H 3.301 -5.025 3.145
H -0.413 -6.012 -0.470
H 2.445 2.454 -4.988
H 0.501 -7.266 -2.415
H -3.570 -1.443 -2.102
H 0.912 4.001 1.117
H -2.299 0.439 -0.287
H 0.291 1.658 6.650
H 4.484 0.628 1.512
H -3.188 -3.475 3.837
H -0.011 5.476 -3.238
H -1.135 0.901 3.245
H -0.212 2.811 4.489
H -1.069 0.898 5.826
H 4.845 -0.334 -1.300
H -4.040 -0.991 -4.307
H -2.281 -0.399 1.629
H -4.622 -3.988 1.838
H -1.010 0.217 -7.056
H -0.733 -4.337 2.305
H -0.314 -5.810 -2.994
H -1.550 4.300 -1.882
```

---

Density functional theory data (ωB97M-V/def2-TZVPD) for C47H66F37N19O31S15 as an isolated structure in a non-equilibrium geometry.

As for the net charge: -2. The energy is -404657.733 eV. For the molar mass, the calculation gives 2577.08 g mol⁻¹. Its max |F| is 12.3 eV/Å.

```
215
C47H66F37N19O31S15, DFT ωB97M-V/def2-TZVPD
S -3.317 5.471 4.846
S -1.410 1.380 -7.508
S -5.786 2.910 0.200
S 7.545 2.692 4.148
S -4.707 1.035 0.909
S 6.160 -5.494 -0.569
S 8.365 0.097 4.289
S 3.816 -5.182 -0.231
S -1.145 6.654 4.649
S -5.686 -6.380 2.435
S 1.636 0.900 1.273
S -2.458 2.049 -9.811
S -5.110 -4.719 0.512
S -0.955 -5.218 -3.234
S -1.798 -4.692 -5.582
F -6.729 3.351 -1.003
F -3.980 -2.764 -0.882
F -4.968 2.234 -10.826
F 1.353 -3.820 -2.382
F -0.002 -3.980 -7.455
F 6.235 5.015 4.503
F -0.213 2.913 -5.583
F -1.335 -2.366 -6.919
F 0.710 6.333 6.575
F -0.311 8.277 6.453
F -0.483 -3.286 -1.345
F 2.641 -4.937 0.894
F -2.426 2.677 -5.345
F 1.096 0.489 -1.382
F -0.384 -0.327 0.020
F -3.715 -7.627 3.777
F -4.704 0.674 -9.294
F -5.395 7.330 5.016
F 10.854 0.387 5.381
F 7.527 4.432 6.261
F 10.795 -1.101 3.796
F -5.626 -8.653 3.871
F -4.990 6.041 6.804
F -4.783 2.742 -8.756
F 5.662 3.281 5.918
F 1.357 7.751 5.105
F -1.011 1.028 -4.789
F -2.023 -4.027 -8.215
F -4.553 -8.785 2.070
F -3.592 -2.529 1.223
F -5.919 5.168 5.154
F 1.637 -1.275 -0.081
F -2.571 -4.153 0.165
F -4.044 -0.162 0.083
F 7.083 -6.724 -0.025
F 0.429 -5.265 -0.905
F 10.708 0.964 3.263
O 7.112 -4.351 -0.494
O -2.253 0.180 -7.316
O -4.885 4.018 0.261
O -1.542 7.826 3.877
O -6.802 2.860 1.273
O -3.579 1.603 1.612
O -1.592 -6.025 -5.992
O 1.616 0.012 2.427
O -0.052 1.048 -7.986
O 2.969 1.233 0.821
O -5.292 -5.487 -0.719
O 7.992 -1.099 4.993
O -6.719 -6.810 1.476
O -2.003 0.718 -10.106
O -0.565 5.487 3.968
O 3.160 -6.259 -0.949
O -2.178 3.005 -10.914
O 8.746 3.314 3.580
O 5.836 -5.972 -1.886
O 0.734 2.063 1.349
O -0.393 -6.550 -3.398
O 3.904 -3.882 -0.923
O -3.377 5.715 3.385
O -6.024 -5.653 3.651
O -6.251 -3.910 0.935
O -5.751 0.292 1.632
O -3.299 4.088 5.224
O -3.219 -4.249 -5.317
O 6.559 2.346 3.161
O 7.959 0.088 2.882
O -2.345 -5.203 -2.702
N -1.177 4.002 -0.141
N 2.854 -0.706 -6.852
N 7.929 1.615 5.169
N -3.562 -0.814 -3.829
N -4.440 -5.704 1.852
N -5.063 0.854 -4.248
N 4.664 -1.117 4.100
N 2.962 -1.585 -4.776
N -2.660 -3.213 4.758
N -2.016 2.635 -8.245
N -5.212 1.757 -0.487
N 1.041 2.969 5.323
N -2.194 6.389 5.748
N -0.760 -4.120 -4.593
N 0.193 4.190 -1.888
N -0.729 1.569 5.129
N 4.925 -5.692 0.623
N 4.972 -1.534 1.990
N -0.908 -3.230 3.434
C -0.029 2.613 4.531
C -4.822 0.167 -5.409
C -1.810 -2.242 5.175
C -5.061 6.094 5.486
C 0.978 2.202 6.487
C -0.125 1.336 6.338
C 2.042 3.947 4.898
C 3.645 -0.818 -5.715
C -3.707 -3.398 0.232
C 0.285 7.291 5.775
C 1.632 -1.380 -6.577
C -5.906 1.911 -4.046
C -0.035 4.593 -0.611
C -3.891 -0.832 -5.167
C 3.512 -1.845 -3.455
C -6.883 2.102 -5.132
C 4.733 -2.765 2.583
C 4.600 -0.193 5.278
C -4.993 -2.241 4.611
C -0.027 -3.489 2.407
C -1.791 3.298 -1.275
C 1.383 4.476 -2.513
C 5.325 -1.337 0.645
C -1.252 2.051 -5.658
C 0.168 -4.343 -1.885
C -0.876 3.374 -2.325
C 1.680 -1.933 -5.321
C -4.351 1.879 -9.644
C 4.914 -0.553 2.922
C -4.822 -7.989 3.114
C 10.324 0.084 4.223
C -2.122 -3.853 3.684
C -1.606 4.046 1.202
C -1.976 1.000 4.629
C 6.672 3.977 5.309
C 2.427 3.315 -2.255
C 4.486 -0.317 -8.753
C -4.034 -3.346 5.252
C -2.572 -1.590 -3.193
C 0.937 -0.173 -0.168
C -0.670 -2.256 4.392
C -4.279 0.238 -3.227
C 3.139 -0.044 -8.138
C 3.323 -0.456 6.114
C 4.530 -2.483 3.957
C -1.255 -3.658 -7.194
C 2.805 3.397 3.624
H 2.592 4.096 5.828
H 5.173 0.084 -8.008
H -2.522 4.636 1.159
H 4.697 -3.680 2.010
H 1.601 2.336 7.359
H 3.752 3.816 3.284
H -2.781 2.874 -1.197
H -1.034 3.072 -3.350
H -1.762 0.487 3.692
H 1.663 4.964 4.793
H 5.438 -0.407 5.942
H 2.743 3.260 -1.213
H 3.222 -1.472 6.495
H 1.706 5.437 -2.113
H 5.809 -2.194 0.177
H -7.406 1.180 -5.385
H -0.216 -4.469 1.967
H -5.220 0.388 -6.387
H -0.834 4.548 1.785
H 3.675 -2.919 -3.369
H -1.633 2.985 1.448
H -6.382 1.672 -3.095
H 2.427 -0.373 -8.895
H -4.796 -2.196 3.540
H -1.611 -1.575 -3.706
H 0.904 -1.510 -7.364
H -0.132 -2.737 1.625
H 4.553 0.303 -9.646
H 2.386 -0.221 5.610
H 4.270 -3.110 4.797
H 2.208 3.450 2.713
H -7.715 2.751 -4.860
H 4.665 -0.461 -5.706
H -0.139 2.918 3.500
H 1.214 4.602 -3.582
H -2.506 -1.272 -2.153
H 5.159 0.467 2.662
H 4.726 -1.324 -9.095
H -2.496 0.444 5.409
H 1.036 -2.487 -4.654
H 0.994 -3.606 2.769
H -4.905 -1.255 5.067
H 4.748 0.840 4.961
H -4.303 -4.392 5.105
H 4.491 -1.117 -0.022
H -2.858 -2.637 -3.088
H 3.096 2.356 3.768
H -6.372 2.654 -5.921
H -2.131 -1.674 6.035
H 3.294 3.456 -2.901
H -4.049 -3.227 6.335
H -3.384 -1.547 -5.799
H -6.073 -2.380 4.657
H 3.505 0.127 7.017
H -4.109 0.509 -2.195
H 2.046 2.366 -2.631
H 6.107 -0.577 0.652
H -0.536 0.570 6.978
H 2.995 1.031 -8.032
H -5.390 2.860 -3.904
H -2.578 -4.533 2.980
H -2.669 1.805 4.383
H 4.514 -1.417 -3.451
H 2.822 -1.419 -2.727
H 0.651 5.148 0.011
H 0.245 -1.682 4.393
```